{"formula": "C3H5ClOS", "method": "ωB97M-V with the def2-TZVPD basis set", "species": ["C", "C", "C", "O", "S", "Cl", "H", "H", "H", "H", "H"], "coordinates": [[0.68378, 0.70009, -0.17482], [0.38059, -0.13348, 1.14101], [-0.50731, -0.98801, -1.06567], [0.15705, 0.03455, -1.33342], [-0.32697, -1.69388, 0.46934], [-2.53375, 1.15279, -0.19863], [0.31037, 1.64401, 0.03493], [1.80459, 0.93364, -0.21561], [1.32166, -0.45483, 1.50705], [-0.36715, 0.25148, 1.79031], [-0.92286, -1.44636, -1.95449]], "forces_ev_per_a": [[2.41, -0.77, 2.46], [0.24, -1.08, -3.00], [-0.43, -1.03, 0.57], [1.08, 2.22, -0.02], [-0.61, 0.28, -0.49], [0.50, -0.57, -0.04], [-1.74, 1.67, -0.72], [-1.38, -1.16, -0.77], [0.62, 0.06, 1.19], [-0.28, 0.70, 0.49], [-0.42, -0.32, 0.32]], "charge": 0, "de_lowest_kcal_mol": 51.9, "total_energy_ha": -1050.84287}

***

{"formula": "C4H9NSi", "method": "ωB97M-V with the def2-TZVPD basis set", "species": ["C", "C", "C", "C", "N", "Si", "H", "H", "H", "H", "H", "H", "H", "H", "H"], "coordinates": [[-1.60052, -0.15366, -1.01783], [-0.25504, 1.57869, 1.77570], [-0.07271, 0.27954, 1.00826], [-0.36984, 0.31091, -0.50761], [-2.52970, -0.50804, -1.63413], [1.10375, -1.77145, -1.69689], [-0.47168, 2.47360, 1.23508], [-0.92576, 1.44743, 2.59752], [0.70236, 1.75573, 2.28112], [-0.77442, -0.42615, 1.38793], [0.87045, -0.26332, 1.20252], [0.09998, 1.20723, -1.00181], [1.70464, -1.03307, -2.85566], [0.26538, -2.90247, -2.11513], [2.25310, -1.99496, -0.65906]], "forces_ev_per_a": [[-1.53, -0.12, -1.69], [1.92, -0.41, 0.85], [-0.45, -1.10, -1.16], [3.03, -0.79, -0.26], [1.10, 0.41, 1.23], [0.30, 2.55, 1.41], [-0.39, 0.34, -0.65], [-0.82, 0.05, 0.27], [-0.06, 0.35, -0.09], [-0.76, -0.63, 0.45], [-0.06, 0.91, -0.15], [-0.81, -1.10, 0.13], [-0.27, -0.35, 0.26], [-0.04, -0.02, 0.22], [-1.17, -0.10, -0.83]], "charge": 0, "de_lowest_kcal_mol": 99.0, "total_energy_ha": -501.92309}

***

{"formula": "CHO3S2", "method": "ωB97M-V with the def2-TZVPD basis set", "species": ["C", "O", "O", "O", "S", "S", "H"], "coordinates": [[-0.24711, -0.10667, 1.00124], [-0.63247, 1.17679, -0.84087], [0.14955, -1.05450, -1.50053], [1.76824, 0.57208, -0.67122], [-0.92639, -1.51285, 1.30327], [0.37915, 0.12712, -0.69825], [-0.49096, 0.79804, 1.40637]], "forces_ev_per_a": [[0.60, -2.87, -2.71], [0.02, 0.55, -1.03], [0.04, 0.03, 0.25], [-0.39, 0.03, 0.10], [-0.38, -0.66, 1.17], [0.27, 0.67, 0.60], [-0.16, 2.26, 1.61]], "charge": -1, "de_lowest_kcal_mol": 4.0, "smiles": "O=S(=O)([O-])C=S", "total_energy_ha": -1060.83362}

***

Question: What is the charge in the third record?
Answer: -1